Here is a 12-piece molecular cluster, C24H72O12S12 overall in a non-equilibrium geometry from OMol25. Energies are from ωB97M-V/def2-TZVPD.

```
120
Properties=species:S:1:pos:R:3:forces:R:3
S 3.981221 -2.249652 -1.980637 0.394 -1.752 -0.365
S 0.906088 0.023911 0.565371 -0.323 -1.597 -0.517
S -3.208396 2.587020 4.284783 1.524 -0.580 0.443
S -0.874814 4.832070 -0.780622 -0.694 -1.042 0.014
S 1.115207 1.597972 -4.824547 0.378 -0.843 1.868
S 1.415204 1.435122 4.207136 0.479 0.524 -0.264
S 2.563250 5.282444 -2.154260 2.082 -0.129 2.470
S -2.709529 -3.076997 2.636531 0.844 1.824 -0.781
S -5.669128 -0.733876 -0.900238 -0.429 -2.717 0.840
S 0.320867 -5.107944 0.944062 -0.758 1.297 0.152
S -1.480435 -1.378923 -3.314798 0.063 0.962 -0.206
S 4.945934 -2.529939 2.773148 1.078 -1.193 -0.057
O -0.614575 -1.461581 -4.528005 0.452 0.022 0.152
O -1.608936 4.318985 0.439233 0.378 0.640 -0.665
O 1.224848 -0.011497 4.322803 -0.398 -1.719 -0.281
O -2.154892 1.683479 4.909814 -0.125 0.941 -0.293
O -3.459125 -2.064038 1.785874 0.279 -0.744 0.149
O 4.063614 -3.589797 -1.251205 -0.118 1.016 -0.024
O 1.535050 1.506567 -3.329240 -0.121 0.522 -2.247
O -0.766542 -4.169887 0.429101 1.048 -0.929 -0.193
O 1.379657 -1.339964 0.001831 -0.293 1.774 0.509
O 6.007941 -2.104452 3.737350 -0.495 0.552 -0.162
O -6.594024 0.041526 -1.746836 -0.013 1.027 -0.224
O 1.365270 5.247613 -2.975191 -1.853 -0.455 -1.233
C -4.570373 1.464900 4.311318 1.010 -0.619 -0.377
C 1.143264 2.043740 5.808938 -1.017 2.170 0.425
C -2.843747 2.567353 2.511544 0.138 -0.788 1.347
C -4.363784 0.254388 -0.247947 -0.104 0.928 -0.080
C -3.706768 -3.169957 4.108705 0.376 -1.011 -0.719
C -1.236313 -2.825802 -2.320503 1.137 -1.254 -1.055
C 1.387009 -5.518575 -0.422962 1.050 -1.142 -0.513
C 5.107166 -2.641071 -3.403586 -0.727 0.515 -0.070
C -0.247462 0.746941 -0.649561 -0.165 0.772 0.400
C 2.495934 4.153212 -0.609731 -0.379 1.032 -1.726
C 1.448823 -4.031029 1.856889 0.964 -3.431 -0.500
C -0.372174 -0.513434 1.750547 0.616 -0.519 0.274
C 5.839391 -3.427263 1.454636 -1.288 -0.607 -0.294
C 4.397300 -1.179626 1.723189 0.841 0.384 -0.864
C 3.835235 4.277300 -3.000409 -1.694 -1.121 1.907
C 2.339956 -2.290191 -2.711913 0.618 0.673 -1.296
C -2.116532 4.795060 -2.165957 1.342 -0.572 0.802
C -0.662460 6.587913 -0.694321 0.002 1.035 -0.479
C -0.485352 2.385124 -4.716757 0.687 0.596 0.388
C -6.605006 -1.057518 0.656293 0.206 -1.396 -0.737
C -3.077653 -1.780539 -3.966115 -1.028 -1.366 -0.577
C 3.184053 1.595227 4.237812 0.213 -1.011 -1.215
C 1.983298 2.950369 -5.685414 0.961 -0.526 0.605
C -2.994172 -4.699680 1.985642 -0.888 -0.241 0.307
H 2.199506 -3.160675 -3.368951 0.222 0.290 0.182
H -1.183476 1.748064 -4.240388 -0.516 -1.094 0.310
H 5.260625 -0.825286 1.107098 -0.492 0.030 0.691
H -2.724039 -4.829498 0.945686 0.236 0.511 0.057
H 3.653993 -1.539011 0.978586 0.051 0.192 0.823
H -0.854657 2.688926 -5.666807 -0.219 0.248 -0.876
H -7.580192 -1.432755 0.323037 0.150 0.384 -0.097
H 0.294060 6.912498 -0.234204 -0.759 -0.447 0.160
H -2.892044 5.539659 -2.005778 -0.077 -0.120 -0.062
H -4.367870 0.723897 3.535076 0.093 -0.427 0.461
H -0.906886 1.412058 -0.033393 0.415 -0.434 -0.613
H -1.925083 3.148250 2.363214 -0.491 -0.264 -0.291
H 0.865495 -6.090249 -1.190709 -0.462 0.029 0.263
H 4.029233 -0.399158 2.405937 -0.030 -0.356 -0.533
H 2.284429 3.144117 -0.946660 0.121 -0.222 0.026
H 2.149317 -1.329708 -3.237463 0.054 -0.580 0.174
H 1.967128 2.739219 -6.761466 -0.694 0.380 0.195
H 3.069417 2.855251 -5.459270 -0.775 0.061 0.271
H 4.823213 -3.617657 -3.770153 -0.207 -0.273 0.053
H 6.700520 -2.871626 1.080720 -0.079 0.177 0.266
H -3.849068 -0.150213 0.616638 -0.321 -0.371 0.214
H -4.067047 -4.758217 2.094369 -0.466 -0.824 0.030
H 3.904179 4.759562 -3.928772 0.730 0.499 -1.307
H 1.710730 1.555950 6.567600 0.442 -0.785 0.366
H 1.477569 3.118321 5.805512 -0.701 -0.764 0.064
H -2.444024 3.753174 -2.022112 -0.335 0.492 -0.428
H -4.516344 1.102804 5.335748 -0.360 -0.296 -0.194
H 6.096561 -2.703438 -2.981668 0.279 0.012 0.313
H -2.433056 -5.422585 2.587850 -0.294 0.085 0.021
H -3.448657 -0.996422 -4.643608 0.294 -0.140 0.472
H -6.180567 -1.880193 1.262727 0.328 0.661 -0.369
H -0.358834 3.227365 -4.048445 0.231 0.420 -0.003
H -5.468625 1.921239 4.054888 -1.792 0.949 -0.108
H -1.564381 7.064440 -0.265593 0.581 -0.198 -0.028
H 0.156945 -0.952449 2.615033 -0.095 0.562 -0.339
H 2.253133 -4.760084 2.107073 -0.227 0.666 0.206
H 5.047957 -3.470673 0.663879 0.876 -0.418 0.243
H -0.569740 6.866368 -1.752513 -0.055 0.128 0.187
H -2.964890 -2.712907 -4.554350 0.268 0.498 0.007
H 1.851550 -3.228928 1.325848 0.262 1.329 -1.177
H 1.696446 -2.328486 -1.861649 -0.384 0.009 0.604
H -3.720884 2.931437 2.028022 -0.388 0.690 -0.712
H -3.595994 -2.215403 4.589114 -0.035 0.293 0.338
H 2.314804 -6.125151 -0.208092 -1.053 0.721 0.435
H 4.720837 4.202686 -2.364325 0.025 0.250 -0.455
H -1.063708 0.264169 2.099300 0.341 -0.188 -0.267
H -2.133873 -3.003762 -1.751721 -0.210 -0.357 0.212
H -2.770167 1.489953 2.313437 0.401 0.319 -0.237
H -3.246340 -3.989975 4.670292 -0.517 0.174 0.356
H 3.574901 0.794535 4.848588 0.021 0.048 0.721
H -0.846056 -1.359336 1.256746 -0.401 0.201 -0.278
H -0.360085 -2.819254 -1.662866 -0.397 0.741 0.095
H 0.230804 1.338199 -1.464805 0.037 -0.578 0.722
H 0.051153 1.930451 5.966441 0.589 0.324 0.122
H 3.521720 1.316481 3.243834 -0.009 0.280 -0.303
H -4.724204 -3.360656 3.755877 0.027 -0.044 0.432
H -1.547372 4.911451 -3.105936 -0.442 0.063 0.431
H 1.702283 4.494114 0.071508 0.705 0.034 -0.131
H 5.129008 -1.941342 -4.243132 -0.265 0.200 0.287
H -3.831849 -2.070872 -3.228222 0.115 0.617 0.255
H -3.637931 0.354487 -1.037151 0.302 0.148 -0.429
H 6.153426 -4.457427 1.776855 -0.452 1.112 -0.120
H 1.709618 -4.609474 -0.865526 0.413 0.953 -0.396
H 3.539727 2.566251 4.454516 0.357 1.012 0.457
H -0.956015 -3.613979 -3.073598 -0.851 0.345 0.634
H -0.816051 -0.072105 -1.090868 -0.021 0.064 0.183
H -6.707688 -0.158792 1.211700 -0.139 0.835 0.544
H 3.530571 4.317764 -0.307855 -0.219 -0.295 0.641
H -4.832109 1.216165 -0.076844 0.174 0.453 0.324
H 1.581760 3.890606 -5.306504 0.201 0.158 -0.464
H 0.937817 -3.758954 2.720516 -0.836 0.646 1.542
H 3.335983 3.291790 -3.083660 0.471 0.287 -0.209
```
Positions in Å, forces in eV/Å.

Summary:
ΔE to the lowest compared entry with this formula, charge and spin in kJ/mol: 58.6
2S+1: 1
Net charge: 0
LUMO level in Ha: 0.00846
E_HOMO in eV: -8.19
Gap between HOMO and LUMO in eV: 8.42